i) Here is a single C4H6N4O molecule from OMol25. Energies are from ωB97M-V with the def2-TZVPD basis set.

Each line ends with the Löwdin charge.
Atoms and positions in Å:
1 C -1.89966 -0.85145 0.21728  -0.0050
2 C 0.44180 1.73041 -0.02849  0.0209
3 C 1.43600 0.61234 -0.07996  -0.1547
4 C 0.53148 -0.54410 -0.18373  -0.3311
5 H -2.73281 -0.62594 -0.41118  0.0814
6 H -1.82191 -1.81957 0.01616  0.0296
7 H -2.13989 -0.73880 1.28570  0.1065
8 H -1.58885 1.96031 -0.18947  0.2208
9 H 0.71547 2.71861 -0.08334  0.0997
10 H 1.75349 -1.86993 -0.17561  0.0036
11 N -0.77900 -0.02535 -0.22954  -0.1238
12 N -0.79130 1.27492 0.00287  0.0338
13 N 2.85562 0.61699 -0.11269  0.0234
14 N 0.74280 -1.85256 -0.28439  0.1210
15 O 3.27676 -0.58585 0.25639  -0.1261

***

ii) Here is a single C4H6N4O molecule from OMol25. Energies are from ωB97M-V with the def2-TZVPD basis set.

Each line ends with the Löwdin charge.
Atoms and positions in Å:
1 C -0.84823 2.04533 0.04837  -0.0943
2 O -1.75312 0.96704 -0.12649  -0.1653
3 C -1.39004 -0.19590 0.57612  -0.1797
4 C -0.07098 -0.73964 0.12223  -0.3456
5 N 0.92770 -0.72590 0.98237  0.1157
6 N 2.09975 -1.15861 0.54909  0.0682
7 C 2.15277 -1.55944 -0.69651  -0.2073
8 N 1.15416 -1.60681 -1.54989  0.0732
9 N -0.01589 -1.17884 -1.11977  0.1281
10 H -1.36815 2.97128 -0.13435  0.0849
11 H -0.45973 2.05163 1.05922  0.0872
12 H -0.03036 1.99820 -0.66333  0.0848
13 H -1.36411 -0.02575 1.64965  0.1224
14 H -2.13732 -0.94521 0.35590  0.1267
15 H 3.10356 -1.89739 -1.05260  0.1011

***

Stability check: which of them is least stable? i).